A structure of composition C5H10FO3S at a distorted geometry. Source: the Open Molecules 2025 dataset; level of theory: ωB97M-V/def2-TZVPD.

Summary:
* HOMO energy: -4.867 eV
* spin multiplicity: 1
* LUMO: 3.576 eV
* relative energy (zero: lowest compared OMol25 entry of this formula, charge and spin): 1.5404 eV
* gap between HOMO and LUMO: 0.3103 Ha
* total charge: -1
* largest force on an atom: 0.0923 Eh/bohr

The geometry in XYZ format:
```
20
Properties=species:S:1:pos:R:3:forces:R:3
C 0.414784 -1.899750 0.637095 -2.8 1.5 -0.8
C 2.032877 -0.167080 -0.597488 -3.4 3.1 -0.7
C -2.099564 0.081400 0.814120 3.7 -0.6 -2.9
C 0.536532 -0.603642 -0.233142 0.6 0.2 -0.5
C -0.291688 0.545483 0.341754 -3.2 -1.3 -0.5
O 0.879181 2.531116 -0.911406 0.2 -0.4 -0.1
O -0.874006 1.236642 -2.088023 0.7 -0.6 -0.1
O -1.445248 2.740234 -0.335796 -0.8 0.7 0.9
F 0.249014 1.018395 1.466471 0.6 0.5 1.6
S -0.420592 1.873737 -0.854877 -0.8 1.3 -0.9
H 0.833066 -2.739472 0.165378 0.8 -1.1 -0.7
H -0.711128 -2.112735 0.748705 1.7 0.1 -0.1
H 0.804788 -1.792210 1.628328 0.4 0.3 0.6
H 1.981521 0.692497 -1.382401 0.0 -1.7 1.2
H 2.532744 -0.962996 -1.000124 1.5 -2.1 -0.8
H 2.492604 0.310550 0.219725 0.9 0.2 1.2
H -2.583314 0.912741 1.257450 -0.1 0.8 0.2
H -2.613835 -0.324850 -0.112141 0.7 0.7 1.2
H -1.832399 -0.705947 1.487833 -0.4 -0.4 0.6
H 0.114663 -0.634113 -1.251458 -0.3 -1.1 0.5
```
Forces are in eV/Å.

A structure of composition C5H10IN2 at a distorted geometry. Source: the Open Molecules 2025 dataset; level of theory: ωB97M-V/def2-TZVPD.

Summary:
* HOMO energy (spin up / spin down): -12.460 / -12.460 eV
* spin multiplicity: 1
* LUMO (spin up / spin down): -4.713 / -4.714 eV
* relative energy (zero: lowest compared OMol25 entry of this formula, charge and spin): 4.1752 eV
* gap between HOMO and LUMO (spin up / spin down): 0.2847 / 0.2847 Ha
* total charge: +1
* largest force on an atom: 0.0540 Eh/bohr

The geometry in XYZ format:
```
18
Properties=species:S:1:pos:R:3:forces:R:3
C 2.266611 1.036763 -0.815099 -0.4 -0.4 -1.8
C 2.341438 2.422035 -0.226384 0.7 -2.5 -0.9
C -1.122242 -1.081543 0.163248 -0.7 0.5 0.3
C -1.883048 0.096227 -0.456220 1.5 -0.4 -0.8
C -2.081496 -1.956311 0.908938 -0.3 2.4 0.0
N 0.150976 -1.218404 0.231150 -1.4 0.4 1.5
N 3.396800 1.353635 -0.362302 1.2 0.1 2.0
I 1.461108 -0.444497 -1.951871 1.1 1.3 -0.6
H 2.492094 3.305262 -0.756513 0.2 1.1 -1.2
H 1.830193 2.480850 0.664440 -0.8 0.3 2.1
H -2.323451 -0.056220 -1.442620 0.3 -0.4 -0.2
H -1.226860 0.974727 -0.527531 -0.5 -0.1 0.2
H -2.747742 0.211962 0.159115 -0.4 0.7 0.6
H -2.500464 -1.346541 1.723279 0.6 -0.3 0.4
H -1.623806 -2.834301 1.228560 0.3 -1.7 0.6
H -2.975431 -2.020389 0.329688 -0.5 -1.0 -0.8
H 4.239628 0.962335 0.142909 -1.3 0.5 -1.0
H 0.305691 -1.885589 0.987211 0.4 -0.6 -0.4
```
Forces are in eV/Å.

A cluster of 2 separate species, C5H10INO2S in total at a distorted geometry. Source: the Open Molecules 2025 dataset; level of theory: ωB97M-V/def2-TZVPD.

Summary:
* HOMO energy (spin up / spin down): -8.843 / -8.842 eV
* structure (SMILES): C=C=S(=O)=O.CNCCI
* spin multiplicity: 1
* LUMO (spin up / spin down): -1.789 / -1.786 eV
* relative energy (zero: lowest compared OMol25 entry of this formula, charge and spin): 4.6342 eV
* gap between HOMO and LUMO (spin up / spin down): 0.2592 / 0.2593 Ha
* largest force on an atom: 0.0896 Eh/bohr

The geometry in XYZ format:
```
20
Properties=species:S:1:pos:R:3:forces:R:3
C 0.997255 -3.049920 0.984061 0.8 1.6 2.0
C 1.013062 -1.737376 1.076976 0.1 -0.6 0.8
C -1.651886 0.251830 0.718055 0.4 0.8 -3.1
C 0.470077 0.519520 -0.526002 3.2 0.5 -0.4
C 0.389842 1.830933 -1.303633 4.6 -0.6 -0.3
N -0.739867 -0.203730 -0.343617 0.0 -1.9 -0.6
O 1.136318 0.280860 2.822953 0.5 -0.4 0.0
O 3.207230 -0.515348 1.652999 0.6 0.6 0.2
S 1.931115 -0.785077 2.245593 -0.8 0.2 -0.6
I 0.442094 1.473400 -3.459751 -0.2 0.2 0.7
H 1.562585 -3.571344 1.779118 -0.7 -0.3 -1.0
H 0.342770 -3.431662 0.269316 -0.6 -1.2 -1.2
H -2.529630 -0.329040 0.814762 -0.7 -1.1 -0.2
H -1.114047 0.169121 1.600041 0.8 0.8 1.9
H -1.994463 1.205962 0.315731 -0.1 0.7 1.4
H 0.915645 0.785709 0.422742 -0.6 0.4 0.8
H 1.442150 -0.026276 -0.896980 -2.3 0.1 0.0
H -0.459521 2.293418 -1.046704 -3.3 2.0 0.4
H 1.276382 2.554230 -1.024396 -1.6 -1.6 -0.8
H -1.214346 -0.313103 -1.233550 0.0 -0.1 0.1
```
Forces are in eV/Å.

The ion C5H10N with charge +1 at a distorted geometry. Source: the Open Molecules 2025 dataset; level of theory: ωB97M-V/def2-TZVPD.

Summary:
* HOMO energy: -13.673 eV
* structure (SMILES): C[C@@H]1[C@H]2C[NH2+][C@@H]12
* spin multiplicity: 1
* LUMO: -3.981 eV
* relative energy (zero: lowest compared OMol25 entry of this formula, charge and spin): 3.0112 eV
* gap between HOMO and LUMO: 0.3562 Ha
* total charge: +1
* largest force on an atom: 0.0882 Eh/bohr

The geometry in XYZ format:
```
16
Properties=species:S:1:pos:R:3:forces:R:3
C -1.618074 -0.864700 0.200273 2.8 1.7 0.2
C -0.150404 -0.912892 -0.316905 -0.3 2.3 -1.4
C 0.707936 -0.002263 0.447144 -2.5 -0.3 0.0
C -0.174073 0.956044 -0.343285 -0.5 -4.4 0.8
C 2.101377 0.070876 0.051633 0.8 -0.7 2.8
N -1.572571 0.719246 0.073624 -0.4 -0.7 3.1
H -2.352409 -1.128701 -0.530600 -0.5 -0.8 0.2
H -1.584554 -1.273665 1.247923 -1.1 0.6 -1.1
H 0.186147 -1.295123 -1.277749 -0.3 -0.4 0.4
H 0.405858 -0.068573 1.494053 0.8 0.5 0.3
H -0.073554 1.300087 -1.316742 0.6 0.9 -1.4
H 2.631149 -0.729058 0.577914 0.3 0.3 -0.3
H 2.418197 1.018615 0.384877 1.1 1.0 0.3
H 2.233438 -0.001276 -0.962742 0.3 -0.3 -2.5
H -2.308892 0.960236 -0.531062 -0.8 0.6 -1.5
H -1.744068 1.271308 0.924857 -0.3 -0.4 0.1
```
Forces are in eV/Å.

The ion C5H10N with charge +1 at a distorted geometry. Source: the Open Molecules 2025 dataset; level of theory: ωB97M-V/def2-TZVPD.

Summary:
* HOMO energy (spin up / spin down): -14.239 / -14.525 eV
* spin multiplicity: 1
* LUMO (spin up / spin down): -6.360 / -5.762 eV
* relative energy (zero: lowest compared OMol25 entry of this formula, charge and spin): 4.9849 eV
* gap between HOMO and LUMO (spin up / spin down): 0.2895 / 0.3220 Ha
* total charge: +1
* largest force on an atom: 0.0913 Eh/bohr

The geometry in XYZ format:
```
16
Properties=species:S:1:pos:R:3:forces:R:3
C -1.657968 0.162640 -0.997555 0.9 2.8 0.0
C -0.906502 -0.572416 -0.221011 1.1 -0.9 -2.1
C -0.657122 -2.025748 0.090157 0.3 0.8 -1.0
C -0.076912 1.359576 0.934631 -1.0 3.9 2.4
C 1.476535 0.375857 -0.571572 0.1 -0.7 1.0
N 0.176237 0.390048 0.010062 -3.1 -1.3 -1.9
H -1.993230 1.228723 -1.361162 0.5 -2.6 0.8
H -1.315330 -2.811896 -0.335179 0.2 0.9 0.5
H -0.625982 -1.938057 1.136607 -0.3 -1.0 1.8
H 0.388292 -2.241322 -0.179772 -0.3 0.1 -0.2
H -1.078204 1.211283 1.455275 1.7 0.2 -0.3
H 0.829130 1.336148 1.520548 0.0 -0.1 1.5
H 0.015932 2.462201 0.611863 -0.6 -1.5 -0.3
H 1.391956 -0.109649 -1.470443 0.3 -1.5 -2.1
H 1.928715 1.309051 -0.763182 -0.1 1.5 0.0
H 2.104454 -0.136440 0.140735 0.5 -0.5 0.0
```
Forces are in eV/Å.

The ion C5H10N with charge +1 at a distorted geometry. Source: the Open Molecules 2025 dataset; level of theory: ωB97M-V/def2-TZVPD.

Summary:
* HOMO energy: -14.266 eV
* structure (SMILES): C=[NH+]C(=C)CC
* spin multiplicity: 1
* LUMO: -5.554 eV
* relative energy (zero: lowest compared OMol25 entry of this formula, charge and spin): 1.7489 eV
* gap between HOMO and LUMO: 0.3201 Ha
* total charge: +1
* largest force on an atom: 0.0667 Eh/bohr

The geometry in XYZ format:
```
16
Properties=species:S:1:pos:R:3:forces:R:3
C -1.253355 1.336723 -1.098362 -1.2 -1.2 0.2
C -0.980323 -0.183722 -0.887342 1.1 0.1 -2.2
C -0.192328 -0.477960 0.353047 -2.1 -1.9 1.9
C -0.761918 -1.255940 1.347044 2.6 1.9 -0.4
C 2.075202 0.505213 -0.087711 -0.7 0.4 0.0
N 1.199623 -0.131077 0.596749 0.5 -1.5 0.8
H -1.679531 1.745287 -0.176232 0.2 0.1 -0.2
H -1.942980 1.577500 -1.932588 0.4 -0.5 0.5
H -0.331537 1.768262 -1.337275 1.3 1.2 -0.2
H -0.468050 -0.668272 -1.782151 -0.3 0.9 0.8
H -1.928779 -0.699622 -0.883701 -0.2 -0.3 0.7
H -1.557830 -1.972459 1.185605 -0.4 0.7 0.1
H -0.287097 -1.132144 2.350848 -0.4 -0.9 -0.8
H 3.120100 0.313233 0.155224 -0.2 0.4 -0.1
H 1.723991 1.223075 -0.830311 0.4 -0.4 -0.1
H 1.630683 -0.783210 1.313287 -0.9 1.0 -0.9
```
Forces are in eV/Å.

no.,molar mass (g mol⁻¹)
1,169.197
2,225.053
3,275.111
4,84.142
5,84.142
6,84.142